1.
DFT (wB97M-V/def2-TZVPD) results for a cluster of 13 separate species, C28H29Cl54FN4O4PS in total at a distorted geometry.

```
122
Properties=species:S:1:pos:R:3:lowdin_charge:R:1
C 1.898 3.823 2.679 -0.06
C 1.346 2.403 2.469 -0.23
C 0.824 2.118 1.034 -0.25
C 1.868 2.763 0.085 -0.12
C 0.504 0.585 0.717 -0.20
C 1.752 -0.084 0.105 -0.28
C 2.995 -0.152 0.997 -0.04
F 1.468 -1.377 -0.375 -0.05
C -0.628 0.624 -0.373 -0.68
Cl -0.384 1.691 -1.765 0.91
O -0.945 -0.686 -0.846 -0.17
N -0.573 -1.060 -2.207 -0.05
O -1.047 -2.072 -2.459 0.07
N -1.896 0.974 0.322 -0.04
C -3.129 1.055 -0.529 -0.13
C -4.338 1.667 0.190 -0.14
C -5.270 2.349 -0.825 -0.24
O -6.195 3.205 -0.191 -0.08
C -1.865 0.164 1.622 -0.53
S -2.922 -1.339 1.386 0.90
C -2.532 0.916 2.791 -0.16
C -2.044 2.322 3.012 -0.78
O -2.049 3.155 2.149 0.01
Cl -1.558 2.725 4.633 0.76
C -0.327 -0.204 1.827 -0.38
N 0.020 0.030 3.224 -0.30
P -0.040 -2.113 1.849 0.75
N 1.434 -2.349 2.329 -0.29
H 2.981 3.854 2.550 0.08
H 1.431 4.568 2.034 0.08
H 1.701 4.127 3.710 0.07
H 0.505 2.312 3.147 0.01
H 2.091 1.671 2.783 0.10
H -0.090 2.713 0.957 0.11
H 2.874 2.621 0.479 0.05
H 1.650 3.828 0.014 0.06
H 1.883 2.400 -0.936 0.03
H 2.038 0.456 -0.800 0.13
H 2.771 -0.231 2.056 -0.04
H 3.678 0.668 0.773 0.09
H 3.514 -1.077 0.737 0.10
H -1.802 1.955 0.649 0.13
H -2.871 1.764 -1.321 0.10
H -3.337 0.109 -1.023 0.13
H -4.921 0.886 0.685 0.11
H -3.993 2.406 0.918 0.10
H -4.694 2.884 -1.591 0.13
H -5.867 1.575 -1.314 0.14
H -5.721 3.868 0.322 0.08
H -4.080 -0.844 1.832 -0.09
H -3.605 1.003 2.595 0.11
H -2.453 0.340 3.711 0.12
H -0.322 -0.705 3.836 0.05
H 1.025 0.075 3.328 -0.02
H -0.385 -2.740 0.645 0.03
H -0.889 -2.515 2.883 -0.04
H 1.960 -2.911 1.669 0.00
C 4.303 5.452 -1.519 -2.04
Cl 5.003 3.974 -0.852 0.54
Cl 5.579 6.554 -2.047 0.53
Cl 3.289 5.027 -2.905 0.53
Cl 3.318 6.254 -0.290 0.54
C -0.804 -0.252 -6.569 -2.04
Cl -0.499 -1.517 -7.752 0.52
Cl 0.525 0.915 -6.583 0.53
Cl -2.316 0.575 -6.954 0.53
Cl -0.925 -0.969 -4.952 0.57
C 4.512 -2.510 4.625 -2.00
Cl 3.696 -1.075 3.981 0.55
Cl 3.668 -3.101 6.061 0.52
Cl 4.535 -3.776 3.395 0.54
Cl 6.168 -2.089 5.062 0.51
C -4.407 5.997 4.624 -2.05
Cl -4.847 7.633 4.147 0.55
Cl -5.365 5.500 6.017 0.54
Cl -4.732 4.888 3.273 0.51
Cl -2.691 5.934 5.035 0.52
C -0.196 -5.630 5.386 -2.05
Cl 0.145 -4.592 3.991 0.52
Cl 0.958 -5.181 6.634 0.52
Cl -1.839 -5.326 5.967 0.52
Cl -0.019 -7.324 4.941 0.55
C 9.902 -3.446 5.462 -2.05
Cl 9.258 -1.905 6.049 0.50
Cl 11.426 -3.789 6.285 0.53
Cl 8.736 -4.726 5.791 0.50
Cl 10.188 -3.338 3.723 0.53
C 1.210 1.206 6.518 -1.95
Cl 0.985 2.947 6.693 0.53
Cl 2.925 0.817 6.579 0.53
Cl 0.357 0.361 7.808 0.55
Cl 0.539 0.701 4.948 0.70
C 8.466 -6.391 9.613 -2.06
Cl 9.654 -5.302 8.900 0.49
Cl 6.898 -5.576 9.686 0.51
Cl 8.325 -7.837 8.606 0.52
Cl 8.968 -6.851 11.240 0.53
C -9.509 5.024 -1.702 -2.06
Cl -9.809 5.842 -0.167 0.52
Cl -7.927 5.510 -2.327 0.51
Cl -9.534 3.276 -1.451 0.52
Cl -10.757 5.471 -2.864 0.53
C 7.989 6.095 2.148 -2.05
Cl 7.807 7.501 3.198 0.53
Cl 7.334 4.664 2.963 0.51
Cl 7.101 6.359 0.643 0.48
Cl 9.695 5.837 1.790 0.54
C -1.510 -4.757 -10.531 -2.05
Cl -1.132 -5.992 -11.724 0.52
Cl -2.475 -3.483 -11.287 0.52
Cl -2.426 -5.475 -9.202 0.53
Cl -0.013 -4.058 -9.899 0.50
C -3.791 -7.332 -15.004 -2.04
Cl -3.913 -6.179 -13.665 0.47
Cl -2.241 -7.095 -15.820 0.53
Cl -3.874 -8.973 -14.359 0.53
Cl -5.102 -7.085 -16.155 0.52
C -8.450 -4.715 -14.874 -2.06
Cl -8.235 -4.624 -16.626 0.52
Cl -6.867 -4.757 -14.095 0.49
Cl -9.353 -3.301 -14.319 0.52
Cl -9.343 -6.183 -14.468 0.53
```

Output
Total charge: +1
E_LUMO, eV: -3.3
Orbital gap, eV: 8.12

2.
DFT (wB97M-V/def2-TZVPD) results for a structure of composition C34H42BN9ReS at a distorted geometry.

```
88
Properties=species:S:1:pos:R:3:lowdin_charge:R:1
Re 0.198 -0.694 -0.443 1.48
C -3.130 -2.388 1.969 -0.04
C -2.322 -1.517 1.220 -0.14
N -1.336 -1.953 0.456 -0.03
C -1.173 -3.305 0.303 -0.14
C -1.936 -4.239 1.017 -0.16
C -2.910 -3.734 1.904 -0.01
C -1.735 -5.622 0.762 -0.06
C -0.865 -5.994 -0.222 -0.09
C -0.134 -5.055 -0.983 -0.01
C -0.253 -3.702 -0.722 -0.24
N 0.267 -2.634 -1.374 -0.11
C 0.727 -2.650 -2.685 -0.23
C 1.600 -3.522 -3.279 -0.01
C 1.924 -3.387 -4.653 -0.07
C 1.350 -2.429 -5.435 -0.04
C 0.425 -1.519 -4.857 -0.15
C -0.303 -0.548 -5.583 -0.01
C -1.204 0.244 -4.933 -0.04
C -1.333 0.128 -3.531 -0.13
N -0.653 -0.737 -2.825 0.06
C 0.177 -1.598 -3.482 -0.15
H -3.909 -1.972 2.594 0.11
H -2.482 -0.447 1.256 0.02
H -3.495 -4.425 2.500 0.12
H -2.301 -6.354 1.324 0.10
H -0.734 -7.047 -0.442 0.10
H 0.499 -5.402 -1.786 0.09
H 2.072 -4.299 -2.694 0.10
H 2.637 -4.077 -5.088 0.10
H 1.583 -2.352 -6.489 0.11
H -0.156 -0.463 -6.653 0.12
H -1.803 0.971 -5.464 0.10
H -2.002 0.784 -2.988 0.11
B 3.172 0.962 -2.093 -0.43
N 3.207 -0.487 -1.551 -0.05
C 4.306 -1.246 -1.604 -0.08
C 4.093 -2.399 -0.874 -0.05
C 2.796 -2.263 -0.400 -0.17
N 2.263 -1.107 -0.816 -0.10
N 1.709 1.455 -2.200 -0.05
C 1.354 2.515 -2.932 -0.08
C 0.121 2.971 -2.501 -0.06
C -0.219 2.104 -1.468 -0.20
N 0.741 1.184 -1.302 -0.11
H 3.756 1.686 -1.309 0.07
H 3.668 0.997 -3.194 0.07
H 5.171 -0.900 -2.146 0.12
H 4.779 -3.210 -0.702 0.10
H 2.220 -2.938 0.208 0.11
H 2.029 2.893 -3.683 0.12
H -0.443 3.808 -2.876 0.10
H -1.093 2.087 -0.836 0.02
C 2.906 0.263 1.835 -0.06
C 1.468 0.635 2.190 -0.65
C 1.298 2.154 2.019 -0.06
C 1.210 0.273 3.657 -0.07
C 0.411 -0.052 1.319 -0.25
H 3.593 0.732 2.545 0.09
H 3.171 0.604 0.834 0.06
H 3.054 -0.817 1.877 0.08
H 1.969 2.697 2.695 0.09
H 0.268 2.447 2.241 0.06
H 1.525 2.449 0.993 0.07
H 1.962 0.727 4.310 0.08
H 1.247 -0.810 3.799 0.09
H 0.224 0.625 3.978 0.07
H -0.482 -0.201 1.953 0.01
C -1.428 4.776 0.719 -0.08
N -1.689 4.247 2.047 -0.21
C -0.880 4.860 3.093 -0.06
C -2.386 3.106 2.227 -0.77
S -2.889 2.124 0.967 0.71
N -2.647 2.795 3.555 -0.24
C -3.457 3.759 4.297 -0.06
C -3.009 1.422 3.868 -0.11
H -1.430 5.866 0.770 0.09
H -2.195 4.440 0.030 0.05
H -0.454 4.435 0.356 0.09
H 0.133 4.997 2.711 0.09
H -0.841 4.214 3.964 0.09
H -1.276 5.837 3.380 0.09
H -3.194 4.778 4.034 0.07
H -3.299 3.622 5.366 0.09
H -4.522 3.610 4.079 0.10
H -2.338 0.736 3.357 0.05
H -4.039 1.189 3.574 0.08
H -2.903 1.287 4.945 0.09
```

Output
E_LUMO (spin up / spin down), eV: 0.1 / 0.0
Energy relative to the best compared isomer or geometry (same formula, charge and spin), kcal per mole: 44.57
Orbital gap (spin up / spin down), eV: 6.61 / 6.29
Spin multiplicity: 2

3.
DFT (wB97M-V/def2-TZVPD) results for a cluster of 2 separate species, C11H15N in total at a distorted geometry.

```
27
Properties=species:S:1:pos:R:3:lowdin_charge:R:1
C 0.381 1.886 -2.874 -0.17
C 1.500 2.711 -2.249 -0.18
H -0.570 2.391 -2.649 0.06
H 0.513 1.903 -3.968 0.06
H 0.301 0.814 -2.678 0.05
H 1.139 3.721 -2.018 0.06
H 2.427 2.803 -2.801 0.06
H 1.789 2.376 -1.256 0.05
C -1.495 -2.602 -0.852 -0.06
C -1.899 -0.199 -0.136 -0.06
C -1.177 -1.352 -0.104 -0.24
C -0.346 0.154 1.427 -0.21
C -0.193 -1.159 0.936 -0.15
C 0.346 0.585 2.667 -0.02
C 0.656 -2.090 1.580 -0.03
C 1.067 -0.366 3.318 -0.11
C 1.232 -1.674 2.754 -0.10
N -1.471 0.671 0.881 0.07
H -2.827 -0.046 -0.656 0.12
H -1.715 1.646 0.947 0.15
H -1.764 -3.539 -0.328 0.09
H -0.697 -2.771 -1.576 0.07
H 0.453 1.659 2.630 0.10
H 1.044 -2.946 1.048 0.11
H 1.715 0.044 4.075 0.10
H 1.950 -2.185 3.401 0.10
H -2.358 -2.437 -1.520 0.07
```

Output
E_LUMO, eV: 0.9
Energy relative to the best compared isomer or geometry (same formula, charge and spin), kcal per mole: 34.34
Orbital gap, eV: 8.96

4.
DFT (wB97M-V/def2-TZVPD) results for a structure of composition C13H23AsMo at a distorted geometry.

```
38
Properties=species:S:1:pos:R:3:lowdin_charge:R:1
Mo 0.084 -0.857 0.578 1.36
C -0.449 -3.315 3.346 0.04
C -0.295 -2.970 1.933 -0.24
C 0.996 -2.974 1.309 -0.03
C 1.142 -2.926 -0.095 -0.02
C 0.014 -2.688 -0.921 -0.09
C -1.268 -2.579 -0.327 -0.07
C -1.408 -2.674 1.081 -0.02
H -0.602 -4.412 3.419 0.17
H -1.342 -2.898 3.824 0.13
H 0.446 -3.130 3.948 0.13
H 1.850 -3.305 1.908 0.18
H 2.103 -3.198 -0.548 0.18
H 0.103 -2.797 -2.006 0.17
H -2.163 -2.590 -0.958 0.17
H -2.421 -2.747 1.498 0.18
C 1.802 2.213 -3.085 -0.12
C 1.512 2.227 -1.617 -0.31
As -0.117 1.049 -1.038 1.37
C -1.746 2.100 -1.808 -0.31
C -1.733 3.590 -1.641 -0.11
C -0.083 1.338 1.207 -0.34
C 1.001 0.783 2.106 -0.10
H 2.702 2.835 -3.263 0.14
H 1.019 2.672 -3.696 0.10
H 2.089 1.228 -3.467 0.10
H 1.209 3.234 -1.277 0.11
H 2.371 1.852 -1.043 0.09
H -2.635 1.644 -1.349 0.09
H -1.690 1.822 -2.877 0.11
H -1.827 3.937 -0.608 0.10
H -2.645 3.978 -2.139 0.14
H -0.920 4.105 -2.162 0.10
H -1.104 1.267 1.656 0.12
H 0.106 2.418 1.058 0.13
H 1.206 -0.358 1.873 0.05
H 0.718 0.832 3.172 0.15
H 1.975 1.291 2.010 0.14
```

Output
Total charge: +4
E_LUMO (spin up / spin down), eV: -18.3 / -17.9
Orbital gap (spin up / spin down), eV: 5.91 / 6.49
Spin multiplicity: 3

5.
DFT (wB97M-V/def2-TZVPD) results for the ion C3H8NO2 with charge +1 at a distorted geometry.

```
14
Properties=species:S:1:pos:R:3:lowdin_charge:R:1
O 1.832 0.879 -1.049 0.17
C 0.596 0.589 -0.660 -0.51
C 0.610 -0.452 0.446 0.00
N -0.763 -1.098 0.436 0.04
C -1.595 -0.748 1.628 0.03
O -0.412 1.057 -1.092 0.15
H 1.792 1.645 -1.643 0.16
H 0.948 -0.072 1.396 0.15
H 1.326 -1.208 0.140 0.15
H -1.252 -0.617 -0.332 0.16
H -0.597 -2.091 0.316 0.19
H -1.961 0.270 1.533 0.12
H -1.083 -0.898 2.564 0.11
H -2.446 -1.364 1.610 0.09
```

Output
Total charge: +1
E_LUMO, eV: -3.5
Energy relative to the best compared isomer or geometry (same formula, charge and spin), kcal per mole: 17.05
Orbital gap, eV: 12.45

| no. | molecular weight (g mol⁻¹) |
| --- | --- |
| 1 | 2482.1 |
| 2 | 805.9 |
| 3 | 161.2 |
| 4 | 350.2 |
| 5 | 90.1 |